{
  "formula": "C3H10N3",
  "method": "the ωB97M-V functional and the def2-TZVPD basis",
  "de_lowest_kcal_mol": 49.2,
  "energy_ha": -284.2976,
  "orbital_gap_ev": 10.26,
  "smiles": "CNCNC=[NH2+]",
  "fmax_ev_per_a": 4.1,
  "homo_ha": -0.5041,
  "charge": 1,
  "symbols": ["C", "N", "C", "N", "C", "N", "H", "H", "H", "H", "H", "H", "H", "H", "H", "H"],
  "positions_angstrom": [[-0.84632, -1.14682, 1.32069], [-0.44122, -1.24407, -0.09291], [0.97413, -0.95022, -0.38189], [1.03966, 0.53672, -0.52566], [-0.02604, 1.18327, -0.84729], [-0.32606, 2.37596, -0.48226], [-1.27247, -0.23807, 1.47958], [-1.63121, -1.78053, 1.44021], [-0.19312, -1.38862, 2.13402], [-0.71987, -2.08287, -0.47933], [1.21183, -1.49364, -1.25035], [1.77341, -1.23304, 0.38794], [1.88938, 1.04863, -0.34456], [-0.71899, 0.60230, -1.39242], [0.49911, 3.03102, -0.20667], [-1.21223, 2.77998, -0.75910]],
  "mulliken_charge": [-1.103, -0.328, -0.396, -0.168, 0.045, -0.340, 0.335, 0.470, 0.325, 0.264, 0.353, 0.301, 0.227, 0.462, 0.280, 0.273]
}